22
Properties=species:S:1:pos:R:3:mulliken_charge:R:1 method="wB97M-V/def2-TZVPD" de_lowest_ev=7.743 fmax_ev_per_a=5.45 e_homo_ev=-8.017 multiplicity=1 orbital_gap_ev=8.902
C -1.0387 2.5430 0.0855 -0.612
C 0.2451 1.6228 -0.4159 -0.824
C 1.1331 -0.4992 -0.8778 -0.453
C 2.4539 -0.5649 0.0152 -0.963
C -1.1022 -1.2346 0.9689 -0.027
C -1.6985 -1.9964 -0.2931 -0.869
H -0.5376 3.5939 -0.6254 0.223
H -2.3310 2.0616 -0.2051 0.206
H -0.8020 2.6076 1.5138 0.199
H 1.2162 2.0026 0.0971 0.302
H 0.3338 1.8024 -1.4808 0.360
H 0.6925 -1.6139 -0.6841 0.084
H 1.1209 -0.2016 -1.9444 0.442
H 3.0368 0.4384 -0.3718 0.253
H 2.8065 -1.5593 -0.3372 0.372
H 2.4009 -0.6171 1.1100 0.274
H -1.2239 -1.5769 1.9925 0.417
H -1.0390 -2.9496 -0.3440 0.250
H -2.7377 -2.2316 -0.0542 0.360
H -1.4081 -1.1566 -1.2189 0.243
N 0.0327 0.2325 -0.2601 0.457
N -0.2447 -0.2073 1.0680 -0.693